[1]
The following is a DFT calculation (wB97M-V/def2-TZVPD) of a structure of composition C2H4NO3S.

HOMO level (alpha / beta) = -4.3 / -4.3 eV
Relative energy (zero: lowest compared OMol25 entry of this formula, charge and spin) = 117.5 kJ/mol
HOMO-LUMO gap (alpha / beta) = 8.285 / 8.284 eV

The geometry in ORCA input format:
```
! RIJCOSX wB97M-V def2-TZVPD def2/J DEFGRID3
* xyz -1 1
C -0.086 -0.489 0.273
C -0.917 -1.752 0.145
N 0.780 -0.295 -0.597
O 1.059 2.406 -1.699
O 2.235 1.986 0.458
O -0.189 2.297 0.473
S 1.039 1.929 -0.301
H -0.464 0.167 0.994
H -0.471 -2.574 -0.522
H -1.789 -1.601 -0.408
H -1.198 -2.074 1.184
*
```

---

[2]
The following is a DFT calculation (wB97M-V/def2-TZVPD) of a cluster of 2 separate species, C10H16 in total.

HOMO level = -9.0 eV
SMILES string = CCc1ccccc1.CC
Relative energy (zero: lowest compared OMol25 entry of this formula, charge and spin) = 103.9 kJ/mol
HOMO-LUMO gap = 9.958 eV

The geometry in ORCA input format:
```
! RIJCOSX wB97M-V def2-TZVPD def2/J DEFGRID3
* xyz 0 1
C 0.263 0.104 3.199
C 1.192 1.308 3.319
H 0.179 -0.354 4.178
H -0.696 0.372 2.760
H 0.535 -0.538 2.362
H 0.778 2.311 3.174
H 2.048 1.329 2.634
H 1.655 1.354 4.309
C 1.444 -0.320 -2.031
C 1.460 0.692 -3.193
C 0.173 -0.379 -1.237
C 0.043 -1.375 -0.272
C -0.821 0.591 -1.345
C -0.985 -1.375 0.649
C -1.940 0.475 -0.533
C -1.993 -0.400 0.538
H 1.739 -1.281 -2.463
H 2.295 -0.092 -1.383
H 2.279 0.460 -3.866
H 0.782 -2.169 -0.242
H -0.720 1.467 -1.969
H -1.285 -2.169 1.325
H -2.624 1.304 -0.429
H -2.714 -0.411 1.343
H 1.610 1.685 -2.772
H 0.500 0.748 -3.699
*
```

---

[3]
The following is a DFT calculation (wB97M-V/def2-TZVPD) of a structure of composition C14H26Al2B2BeBrCl3F11NO11.

HOMO level = -3.5 eV
HOMO-LUMO gap = 1.230 eV

The geometry in ORCA input format:
```
! RIJCOSX wB97M-V def2-TZVPD def2/J DEFGRID3
* xyz -2 1
C 0.396 -4.393 -0.117
C -0.255 -3.185 0.589
C -0.192 -1.883 -0.239
C -1.677 -3.460 1.107
C -2.613 -4.150 0.075
B -3.855 -3.321 -0.359
Br -4.746 -2.270 0.927
H 1.242 -4.737 0.487
H 0.818 -4.141 -1.096
H -0.265 -5.249 -0.235
H 0.353 -2.999 1.475
H -1.178 -1.437 -0.367
H 0.450 -1.149 0.248
H 0.225 -2.040 -1.234
H -1.617 -4.041 2.027
H -2.101 -2.504 1.405
H -3.049 -5.042 0.549
H -2.089 -4.502 -0.815
H -4.288 -3.345 -1.470
C 4.515 -1.699 -0.531
O 4.046 -0.580 0.171
C 5.062 0.331 0.255
O 6.171 0.099 -0.141
O 4.629 1.435 0.811
C 5.659 2.445 0.870
H 3.704 -2.455 -0.566
H 4.789 -1.400 -1.559
H 5.379 -2.174 -0.078
H 6.002 2.712 -0.126
H 6.494 2.096 1.473
H 5.218 3.316 1.346
F 7.576 5.744 -3.695
Al 6.837 4.344 -3.173
F 5.231 4.345 -3.604
F 6.882 4.395 -1.419
F 7.608 3.003 -3.758
Al 3.587 -3.362 -2.463
C -6.352 1.010 -0.206
C -4.979 1.596 0.063
O -4.791 2.936 -0.427
C -5.299 4.043 0.209
O -5.199 4.175 1.473
C -6.851 4.317 -0.195
F -7.061 3.951 -1.457
F -7.076 5.626 -0.107
F -7.698 3.689 0.589
H -6.711 1.272 -1.202
H -6.298 -0.075 -0.129
H -7.085 1.356 0.523
H -4.231 1.027 -0.488
H -4.709 1.513 1.117
H -4.829 4.881 -0.381
Cl 9.156 1.905 -1.900
N -8.195 4.808 3.649
O -9.423 4.835 3.548
O -7.608 3.748 3.886
O -7.529 5.844 3.505
Be 5.834 5.963 -0.962
C 8.388 -3.672 -1.423
Cl 9.655 -4.536 -0.560
Cl 6.778 -4.012 -0.734
H 8.563 -2.604 -1.342
H 8.385 -3.991 -2.457
B -3.153 -1.544 4.477
F -3.080 -2.960 4.424
F -2.498 -1.011 3.342
F -4.501 -1.148 4.467
F -2.519 -1.089 5.645
C 1.464 -0.158 -3.416
O 0.302 -0.430 -3.083
O 2.431 -0.990 -3.357
O 1.770 0.980 -3.864
*
```

---

[4]
The following is a DFT calculation (wB97M-V/def2-TZVPD) of the molecule C3H4N2O.

HOMO level = -8.9 eV
Relative energy (zero: lowest compared OMol25 entry of this formula, charge and spin) = 437.3 kJ/mol
HOMO-LUMO gap = 8.253 eV

The geometry in ORCA input format:
```
! RIJCOSX wB97M-V def2-TZVPD def2/J DEFGRID3
* xyz 0 1
O 1.505 -1.265 0.443
C 0.773 -0.113 0.258
C -0.288 0.327 1.187
C -1.194 0.878 0.262
N -0.887 0.692 -1.048
N 0.214 0.023 -1.093
H 1.116 -1.696 1.206
H 1.402 0.796 0.380
H -2.128 1.382 0.479
H 0.681 -0.108 -1.982
*
```